This record from the Open Molecules 2025 dataset describes a structure of composition C24H31BrCoN6S. The level of theory is ωB97M-V/def2-TZVPD.

- HOMO-LUMO gap (spin up / spin down) (Eh) = 0.1541 / 0.1457
- HOMO energy (spin up / spin down) (eV) = -5.24 / -5.02
- maximum force (eV/Å) = 0.6
- expectation value of S² = 0.884
- 2S+1 = 2
- charge = 0
- LUMO level (spin up / spin down) (eV) = -1.049 / -1.050

Element x y z (Å)
Co  -1.03049  -0.07527  -0.53628
C  -5.55767  -2.21002  1.47313
C  -5.00732  -1.22079  0.48633
C  -5.81002  -0.32186  -0.20417
C  -5.24456  0.55097  -1.11333
C  -3.87184  0.51021  -1.29919
Br  -3.12730  1.63184  -2.61570
N  -3.07839  -0.31385  -0.63271
C  -3.64778  -1.16239  0.22679
H  -6.61506  -2.02739  1.65865
H  -5.03408  -2.14780  2.42748
H  -5.45517  -3.23168  1.10371
H  -6.87973  -0.30431  -0.03331
H  -5.84012  1.25434  -1.67517
H  -2.96661  -1.81374  0.76072
N  -1.35279  1.39429  0.37425
C  -0.61249  2.30884  1.00330
C  0.21141  2.01518  2.13118
C  0.92182  2.99026  2.80699
C  0.87342  4.32662  2.41767
C  0.07193  4.65257  1.32305
C  -0.64190  3.68972  0.63702
H  0.23605  0.98335  2.46964
H  1.52294  2.70544  3.66559
H  1.42369  5.08767  2.95487
H  -0.00241  5.68829  1.00529
H  -1.28140  3.97377  -0.19256
C  3.50085  0.43685  1.40278
C  3.67166  0.32661  -0.11318
N  2.93979  1.31906  -0.88745
C  3.64437  2.54718  -1.24638
C  3.63497  3.59369  -0.14021
C  1.59925  1.19249  -1.06661
C  0.89904  2.22038  -1.90045
N  0.91105  0.20736  -0.58455
H  3.81244  -0.49075  1.88678
H  2.46548  0.64631  1.67334
H  4.10476  1.24659  1.80967
H  3.37391  -0.66748  -0.46220
H  4.72351  0.43327  -0.38099
H  3.20271  2.95379  -2.15336
H  4.66838  2.26736  -1.50301
H  2.61704  3.80971  0.18888
H  4.09186  4.52016  -0.49231
H  4.19422  3.25447  0.73164
H  1.27799  2.19878  -2.92443
H  1.04504  3.21744  -1.48816
H  -0.16523  2.00348  -1.88154
H  1.46039  -0.40857  0.00212
N  1.44709  -6.52626  0.14458
C  1.02677  -6.00789  -1.02787
S  1.10429  -6.84212  -2.43326
C  0.44755  -4.61986  -0.93734
C  0.18437  -3.90281  -2.09660
C  -0.33902  -2.62632  -1.99949
N  -0.61576  -2.03981  -0.83340
C  -0.37796  -2.73171  0.28676
C  0.14894  -4.00957  0.27882
H  1.91658  -7.41627  0.10043
H  1.66047  -5.93555  0.92947
H  0.39362  -4.33823  -3.06238
H  -0.54175  -2.04190  -2.88782
H  -0.61472  -2.22170  1.21297
H  0.28193  -4.50248  1.23149